Record 1
C28H46BeBrN3P2 as an isolated structure, computed with ωB97M-V with the def2-TZVPD basis set.

Computed properties:
F_max = 3.5 eV Å⁻¹
net charge = +2
2S+1 = 1
orbital gap = 6.5 eV

Geometry as XYZ:
```
81
Properties=species:S:1:pos:R:3:forces:R:3:mulliken_charge:R:1
Br -1.7223 -0.6807 -4.2862 1.60 0.22 0.31 -0.094
P -2.8552 -0.6603 -0.6846 0.63 0.62 -0.37 1.005
P -0.3802 1.6518 0.8273 0.23 1.29 0.07 1.524
N 5.7680 0.5680 2.6316 0.03 -0.14 -0.09 -0.504
N 0.9587 -2.4188 2.5588 -0.47 0.43 0.50 0.097
N 0.0055 -1.2871 0.5921 1.22 -1.15 3.09 -0.346
C -2.5722 1.5076 2.7206 -0.24 -0.02 0.19 -1.207
C 5.4774 -0.7019 2.3211 -0.32 0.19 -0.52 -0.570
C 0.3988 -1.7085 1.6360 -0.14 -0.23 -3.01 1.129
C 5.2437 1.2403 0.3678 -0.11 -0.63 0.56 -0.164
C 2.1396 -1.2467 -2.8696 0.06 0.98 0.25 -0.797
C -3.2449 0.7629 -1.7932 0.18 -0.21 -0.55 0.815
C 1.9397 1.1415 -3.3708 0.41 -0.29 0.65 -0.687
C 4.3377 -0.5176 -1.2120 -0.76 0.13 -0.80 -0.502
C 1.9850 -3.4029 2.1760 0.55 -0.25 -0.54 -0.788
C -0.2243 3.5799 -1.2078 -0.02 0.29 -0.19 -0.785
C 0.5629 0.9980 -3.5216 0.15 -0.88 -0.27 -0.602
C 5.0433 -1.0811 1.0465 0.07 0.88 0.37 -0.454
C -4.2805 -0.6550 0.4706 0.26 0.09 0.61 -0.243
C 0.0144 -0.2855 -3.3747 -1.40 0.44 -0.53 0.386
C -5.5327 -1.3801 -0.0430 -0.08 -0.08 -0.13 -1.378
C 2.7253 0.0550 -2.9095 -1.26 -1.52 -1.14 0.280
C -3.5706 -2.9722 -2.3934 -0.10 -0.23 -0.23 -1.220
C -4.6234 0.9211 -2.4367 -0.12 0.23 -0.20 -1.649
C 5.6849 1.5023 1.6766 -0.32 -0.12 -0.41 -0.597
C -2.6303 -2.3768 -1.3420 -0.30 -0.02 -0.39 -0.076
C 4.0220 0.2341 -2.3068 1.28 -0.21 0.39 -0.672
C 1.3936 2.0641 1.1649 0.15 0.12 -0.46 -0.634
C 4.8829 -0.0893 0.0506 1.75 0.04 0.62 0.538
C 0.5767 -2.3066 3.9846 -0.27 0.44 0.38 -0.755
C 2.0484 1.4898 2.4201 0.13 -0.14 0.17 -1.121
C 0.7728 -1.3893 -3.0102 0.21 -0.65 -0.02 -0.634
C -1.0972 1.8342 2.5205 0.00 -0.45 0.09 -0.870
C -1.0098 3.1962 0.0420 -0.05 -0.22 0.12 -1.167
Be -0.6695 -0.1923 -0.3665 -1.35 0.49 0.98 -0.639
H 5.1408 2.0429 -0.3622 0.07 -0.20 0.19 0.419
H -4.6309 -2.8955 -2.1270 0.32 0.01 -0.05 0.301
H 1.6473 -3.9945 1.3137 0.05 0.17 0.31 0.353
H 5.9368 2.5305 1.9738 -0.03 -0.52 -0.12 0.382
H 1.4615 3.1643 1.1924 -0.12 -0.32 -0.03 0.607
H -2.8669 1.8391 3.7262 0.00 -0.09 -0.30 0.461
H -4.5133 0.4113 0.6505 0.19 -0.43 -0.05 0.339
H -3.2235 2.0228 2.0044 0.14 -0.09 0.11 0.269
H -3.4096 -2.5142 -3.3759 -0.20 -0.11 0.36 0.148
H -2.9942 1.6783 -1.2207 -0.09 -0.63 -0.10 -0.336
H 3.9688 -1.5486 -1.1449 -0.63 0.59 0.04 0.128
H -0.9552 3.9899 0.8036 0.01 -0.21 -0.23 0.590
H -0.7336 4.4064 -1.7199 0.19 -0.19 0.07 0.465
H 2.9400 -2.9147 1.9254 -0.40 -0.07 0.16 0.182
H -5.3537 1.3959 -1.7672 0.17 -0.31 -0.10 0.378
H 2.1353 -4.0585 3.0348 -0.04 0.06 -0.23 0.343
H 1.0344 -3.1449 4.5130 -0.16 0.18 -0.12 0.281
H -0.1254 2.7485 -1.9177 -0.09 0.23 0.30 -0.101
H 0.7838 3.9259 -0.9457 -0.22 -0.11 -0.12 0.297
H -2.5048 0.6732 -2.6073 -0.33 0.39 0.65 -0.445
H -0.5145 -2.3596 4.1033 0.34 -0.04 -0.11 0.355
H -5.4055 -2.4698 -0.0189 -0.04 0.29 -0.03 0.363
H -0.0883 1.8192 -3.7829 0.17 0.02 -0.40 0.835
H 1.9510 1.7344 0.2735 -0.02 0.19 0.22 0.150
H 2.2448 0.4142 2.3279 -0.07 0.12 0.03 0.093
H 0.2884 -2.3569 -2.8710 0.25 0.15 -0.47 0.607
H -3.3319 -4.0393 -2.5011 -0.12 0.24 0.01 0.424
H 5.5476 -1.4576 3.1141 0.15 0.44 -0.22 0.375
H 2.7978 -2.1052 -2.7311 -0.41 0.18 0.22 0.732
H 4.8143 -2.1217 0.8402 0.06 0.08 -0.10 0.674
H 0.9392 -1.3693 4.4341 -0.03 -0.32 -0.26 0.291
H -6.3830 -1.1268 0.6009 0.20 -0.09 -0.10 0.413
H -5.7954 -1.0738 -1.0657 0.08 -0.15 0.39 0.239
H -0.9188 2.8868 2.7960 0.15 -0.33 -0.16 0.554
H 2.4322 2.0910 -3.5824 -0.24 -0.08 0.33 0.436
H -4.5039 1.5963 -3.2963 -0.17 -0.20 0.19 0.428
H -0.4874 1.2190 3.1955 -0.21 0.15 -0.11 0.187
H -2.6505 -3.0203 -0.4468 0.04 0.35 -0.02 0.543
H -1.5947 -2.4204 -1.7188 -0.33 0.03 0.14 -0.161
H 4.6848 0.9977 -2.7134 -0.42 0.60 0.78 0.605
H -5.0312 -0.0251 -2.8107 0.11 0.24 0.05 0.320
H -2.7716 0.4304 2.6720 0.07 0.22 -0.09 0.235
H -2.0757 3.0435 -0.1808 0.29 0.12 0.07 0.454
H -3.9429 -1.0792 1.4324 -0.28 0.13 -0.31 0.433
H 3.0225 1.9700 2.5701 -0.20 -0.15 -0.07 0.305
H 1.4672 1.6699 3.3315 0.16 -0.01 -0.23 0.430
```
Positions in Å, forces in eV/Å.

***

Record 2
A 7-piece molecular cluster, C28H46BrO22P overall, computed with ωB97M-V with the def2-TZVPD basis set.

Computed properties:
F_max = 1.8 eV Å⁻¹
net charge = 0
SMILES = C=CC1=CC(=O)C(P(O)Br)=C(CCO)C1=O.COC(=O)OC.COC(=O)OC.COC(=O)OC.COC(=O)OC.COC(=O)OC.COC(=O)OC
2S+1 = 1
orbital gap = 7.3 eV

Geometry as XYZ:
```
98
Properties=species:S:1:pos:R:3:forces:R:3:mulliken_charge:R:1
Br -0.3484 -4.6433 1.5974 0.17 0.17 0.36 -0.216
P 1.5785 -4.5472 0.4503 0.45 -0.46 -1.43 -0.047
O -0.7890 0.0668 0.3311 0.17 0.10 0.06 -0.531
O 4.4347 -3.2807 1.0322 0.05 -0.24 0.04 -0.595
O 0.1041 -8.6273 -0.0295 -0.01 0.06 -0.03 -0.285
O 7.6658 -2.2095 -2.4216 0.03 0.02 0.00 -0.335
O 2.0227 0.4537 -0.6640 -0.22 -0.13 -0.15 -0.600
O -5.1549 3.4649 -1.8033 0.13 -0.07 0.09 -0.228
O -8.1391 3.4845 -4.7119 0.05 0.02 -0.05 -0.318
O 5.5931 -2.8254 -3.0739 -0.01 -0.01 -0.03 -0.557
O -6.5958 2.3958 3.7269 -0.02 -0.02 -0.02 -0.328
O -3.8024 5.0699 -2.2938 0.00 0.02 -0.02 -0.319
O 9.5827 4.1881 2.3383 0.02 0.00 -0.01 -0.315
O 8.4428 5.8861 3.0266 0.01 0.02 0.00 -0.318
O -9.9135 3.7067 -3.3325 -0.01 0.00 0.02 -0.542
O -10.0276 2.6318 -5.3158 0.00 -0.01 -0.02 -0.323
O 0.8087 -10.6257 0.7531 0.02 -0.02 0.01 -0.541
O -4.8385 3.5193 4.5946 0.01 0.02 0.02 -0.539
O -2.9384 3.1317 -1.5200 0.06 -0.03 0.07 -0.541
O 2.6008 -5.3539 1.4298 -0.77 0.29 0.39 -0.359
O -1.3754 -10.0913 0.5400 -0.02 0.01 0.00 -0.313
O -4.7440 2.4270 2.6199 0.02 -0.03 -0.11 -0.216
O 7.5324 3.8277 3.2129 -0.06 -0.03 0.01 -0.540
O 6.0444 -0.8059 -2.1690 0.01 0.05 0.01 -0.332
C 0.0758 -1.9282 -0.5748 -0.06 0.33 0.26 -0.547
C 2.1471 -2.7999 0.5446 -0.35 0.08 0.69 0.588
C 7.2567 6.4275 3.6127 -0.08 0.15 0.05 -0.622
C 4.1832 1.6715 2.4577 -0.62 -0.54 -0.13 -0.877
C 3.4949 -2.5324 1.1518 0.14 0.16 0.09 0.087
C 1.4723 -8.2354 -0.1800 0.17 0.10 -0.06 -0.524
C 6.3583 -2.0264 -2.6020 0.01 0.01 0.06 0.792
C 2.0988 -0.4258 0.1631 0.06 0.28 0.24 0.168
C 9.7075 2.7779 2.1318 0.10 -0.13 -0.06 -0.605
C 8.1394 -3.4911 -2.8414 0.14 -0.11 0.00 -0.630
C -5.3431 2.8478 3.7342 -0.03 -0.02 -0.03 0.737
C -0.6270 -0.6257 -0.9091 -0.23 0.04 0.14 -0.953
C -7.3636 2.7750 4.8723 -0.16 -0.01 0.08 -0.649
C -5.3799 2.1310 -1.3338 -0.13 -0.22 0.11 -0.548
C 2.9583 -0.1927 1.3770 0.16 0.25 -1.19 0.647
C 3.0286 1.1335 1.9422 0.57 0.45 0.01 -0.436
C -0.0651 -9.8561 0.4504 -0.03 0.03 -0.01 0.786
C 1.4399 -1.7665 0.0515 0.09 -0.34 -0.17 0.933
C -11.4097 2.3758 -5.0574 -0.14 -0.08 -0.07 -0.630
C -3.3824 2.8436 2.4906 0.22 0.02 -0.12 -0.512
C -2.4728 5.5904 -2.3892 0.10 0.14 -0.05 -0.652
C 4.6592 -0.4819 -2.3007 -0.18 0.17 0.00 -0.298
C -7.3485 4.2098 -3.7616 0.04 0.14 -0.05 -0.368
C -9.4083 3.3148 -4.3520 0.03 -0.01 -0.04 0.778
C -3.8733 3.8207 -1.8396 -0.06 0.04 -0.01 0.770
C 8.4309 4.5611 2.8909 0.05 0.02 -0.03 0.823
C -1.7040 -11.3867 1.0456 -0.13 -0.10 0.04 -0.631
C 3.6295 -1.2450 1.8722 -0.27 0.42 -0.10 -0.894
H -11.9620 3.3085 -4.9616 0.02 0.01 0.09 0.293
H -1.6240 -0.8388 -1.3045 0.11 -0.10 -0.23 0.445
H 1.4673 -7.2243 -0.5753 -0.17 0.00 -0.01 0.050
H 2.1114 1.7240 1.9063 -0.39 -0.58 1.29 0.321
H -6.3459 4.2746 -4.1709 -0.03 -0.10 -0.10 0.184
H 4.5269 0.5253 -1.9175 0.15 -0.01 0.07 0.232
H -2.7886 -11.4395 1.0643 0.00 0.10 -0.04 0.217
H -3.3145 3.9296 2.4620 -0.01 0.01 0.12 0.333
H -5.0191 2.0182 -0.3133 0.06 -0.01 -0.02 0.150
H 1.9823 -8.2406 0.7807 0.01 -0.09 0.00 0.316
H 7.4050 7.5020 3.6610 0.10 -0.01 -0.04 0.216
H -1.8774 4.9976 -3.0805 0.01 -0.06 0.06 0.304
H 0.1200 -2.5984 -1.4369 0.04 0.04 -0.05 0.420
H -1.3129 -12.1648 0.3930 0.08 0.00 0.04 0.294
H -3.0182 2.4402 1.5493 -0.16 -0.07 -0.03 0.022
H 2.3157 -5.2464 2.3500 0.42 -0.11 0.08 0.326
H -0.5522 -2.4108 0.1764 0.01 -0.12 -0.10 0.315
H 1.9850 -8.8903 -0.8821 0.00 -0.09 0.08 0.350
H -1.3157 -11.5159 2.0540 0.08 -0.02 -0.03 0.292
H -7.4461 3.8581 4.9376 0.08 0.01 0.04 0.298
H -6.9171 2.3786 5.7819 0.06 0.07 0.00 0.298
H -4.8997 1.4056 -1.9878 0.10 0.04 0.03 0.327
H -8.3500 2.3431 4.7331 0.03 -0.04 -0.09 0.221
H 10.6829 2.6223 1.6811 0.02 0.10 0.00 0.217
H 9.2063 -3.5021 -2.6388 -0.01 0.10 0.04 0.216
H -0.9351 1.0013 0.1516 -0.02 -0.05 -0.08 0.275
H 5.0522 1.7935 1.8182 0.62 -1.43 0.59 0.339
H 4.3550 -0.5078 -3.3456 -0.02 -0.12 0.01 0.337
H -7.7450 5.2141 -3.6228 -0.07 -0.04 0.06 0.312
H 9.6548 2.2452 3.0792 -0.09 0.01 0.00 0.287
H -11.7809 1.8200 -5.9133 0.10 0.00 -0.04 0.217
H -2.7803 2.4497 3.3069 -0.04 0.07 0.07 0.332
H 4.2366 1.9586 3.5035 -0.31 1.71 -0.47 0.289
H 4.2609 -1.1539 2.7459 0.23 -0.10 -0.14 0.541
H 4.0478 -1.1683 -1.7183 0.02 -0.10 -0.09 -0.004
H 8.9334 2.4182 1.4570 -0.06 0.00 0.06 0.277
H 7.1106 6.0346 4.6170 -0.04 -0.07 -0.03 0.288
H 7.9694 -3.6335 -3.9069 -0.08 -0.02 0.01 0.293
H -6.4539 1.9681 -1.3493 -0.02 0.16 -0.04 0.230
H -1.9987 5.6123 -1.4100 0.02 -0.08 0.00 0.288
H -2.5698 6.6030 -2.7685 -0.11 -0.01 0.00 0.211
H 7.6530 -4.2835 -2.2760 -0.07 0.00 -0.05 0.288
H -0.0597 -0.0293 -1.6206 -0.05 0.01 -0.03 0.353
H 6.3880 6.2071 2.9953 -0.01 -0.08 0.03 0.291
H -7.3164 3.6867 -2.8136 -0.11 0.04 0.05 0.119
H -11.5280 1.7779 -4.1558 0.01 0.07 0.05 0.293
```
Positions in Å, forces in eV/Å.

***

What are the energy values for these records? In order: -123259.4057; -154155.6626 eV.
What are the energy above the lowest of the compared OMol25 structures with the same formula, charge and spin values for these records? In order: 0.000; 0.000 eV.